Record 1
C15H35N4O13 as an isolated structure at a distorted geometry. Source: the Open Molecules 2025 dataset; level of theory: wB97M-V/def2-TZVPD.

```
67
Properties=species:S:1:pos:R:3:forces:R:3:nbo_charge:R:1
C 2.54269 1.47382 3.94680 -0.39 -0.09 0.37 -0.74
C 1.34656 0.79528 4.55549 1.18 -5.02 -0.62 0.68
O 1.24813 -0.42907 4.67017 -0.66 4.49 0.03 -0.40
N 0.27809 1.72410 5.08080 -0.05 0.03 -0.23 -0.57
H 0.48098 1.91805 6.05102 -0.04 -0.39 0.87 0.45
H 0.40856 2.64343 4.68342 0.04 0.36 -0.68 0.43
C -1.16807 1.26085 4.88040 1.14 0.71 0.80 -0.39
H 3.38225 0.79390 3.80206 -0.23 -0.20 0.57 0.29
H 2.77868 2.25373 4.67077 0.53 0.47 -0.52 0.24
H 2.35153 1.81722 2.93012 -0.38 0.59 0.18 0.26
H -1.75303 2.11069 5.23212 -0.25 -0.16 -0.28 0.23
H -1.26138 0.44748 5.59998 -0.42 -0.38 -0.82 0.26
H -1.23770 1.10084 3.80446 -0.58 -0.55 0.34 0.26
C 0.52023 -4.11891 -4.61870 0.17 -0.20 0.84 -0.74
C 1.64587 -3.18342 -4.34656 2.59 1.18 -2.81 0.74
O 2.55572 -2.94858 -5.16109 -2.79 -0.50 3.52 -0.49
N 1.54091 -2.37846 -3.06195 2.33 0.76 -0.49 -0.63
H 0.59767 -2.02209 -3.00353 -1.88 0.88 -0.06 0.50
H 1.60749 -2.91438 -2.20846 -0.35 -1.55 0.28 0.48
C 2.51132 -1.19993 -2.85034 -1.01 -1.18 -1.01 -0.42
H -0.10054 -4.31860 -3.74528 0.04 0.25 0.06 0.27
H 0.98882 -5.06228 -4.89903 -0.21 0.05 -0.41 0.26
H -0.07578 -3.67194 -5.41436 0.07 -0.18 -0.11 0.28
H 2.35711 -0.94497 -1.80187 0.21 0.29 -0.18 0.19
H 2.19190 -0.44014 -3.56364 0.03 0.19 0.26 0.26
H 3.53140 -1.51616 -3.06838 -0.18 -0.07 0.15 0.24
C -3.37579 -1.66222 1.10718 0.15 0.00 -1.05 -0.74
C -1.97408 -1.56340 1.57226 0.38 0.69 3.26 0.76
O -1.63454 -1.57186 2.75223 -0.35 0.02 -2.72 -0.54
N -0.89111 -1.24905 0.56016 0.99 -2.81 1.44 -0.63
H -1.04987 -1.71836 -0.31999 -0.35 -0.43 -1.11 0.49
H -0.97338 -0.26196 0.36273 -0.14 1.54 -0.38 0.48
C 0.49443 -1.69877 1.07716 -0.33 0.56 -0.10 -0.41
H -4.11940 -1.49484 1.88637 0.45 -0.17 0.10 0.26
H -3.49401 -2.63588 0.63167 -0.09 -0.27 0.09 0.30
H -3.54160 -0.95544 0.29412 0.04 0.17 -0.05 0.26
H 0.50061 -2.66837 1.57509 -0.78 0.15 0.02 0.27
H 0.81316 -0.93138 1.78259 0.15 -0.17 -0.12 0.19
H 1.19788 -1.85241 0.25883 -0.37 0.51 -0.23 0.24
C 1.53730 1.97893 -1.05312 -0.45 1.63 -0.70 -0.73
C 0.98560 3.30005 -1.64335 -0.85 -0.88 -4.02 0.70
O 0.86879 3.57976 -2.82956 0.75 -0.39 3.82 -0.41
N 0.23627 4.19474 -0.66322 1.71 1.89 -1.68 -0.61
H -0.72833 3.91221 -0.76241 -1.62 -0.70 0.68 0.50
H 0.58617 4.09259 0.27870 -0.36 -0.32 0.27 0.41
C 0.27094 5.76808 -0.97366 -0.43 -2.07 0.74 -0.39
H 2.15092 1.44657 -1.77986 0.27 0.56 0.06 0.28
H 0.68085 1.32005 -0.90999 -0.23 0.23 0.53 0.29
H 2.05449 2.29407 -0.14687 0.15 -0.75 0.19 0.20
H 1.30286 6.08428 -0.82124 -0.32 0.16 -0.05 0.22
H -0.44178 6.06500 -0.20427 0.32 0.73 -0.15 0.23
H -0.12713 5.98427 -1.96508 0.25 -0.38 0.10 0.27
O -3.02448 1.67910 1.56094 -0.49 -0.07 1.00 -0.71
C -2.36791 2.11149 0.49958 0.29 3.59 -2.45 0.95
O -1.61394 1.40209 -0.11474 3.12 -4.80 -0.66 -0.83
O -2.49430 3.29111 0.07890 -0.90 1.16 1.59 -0.82
H -3.48892 2.50006 1.73959 -0.90 0.18 0.79 0.51
O -1.50076 -4.56512 0.06444 -2.26 2.78 -0.25 -0.75
C -0.29695 -4.83667 -0.35568 5.73 -0.47 -3.49 0.91
O 0.37190 -4.17133 -1.21050 -1.17 1.13 0.55 -0.87
O 0.13230 -5.89273 0.16842 0.37 -0.29 0.42 -0.77
H -1.25527 -5.34654 0.56515 -2.37 -2.23 2.83 0.51
O -1.44904 1.05033 -2.93748 -0.59 1.89 0.80 -0.72
C -0.87852 -0.07288 -3.30742 2.32 -0.84 -4.36 0.94
O -0.93310 -1.07530 -2.56780 0.27 -1.19 2.07 -0.87
O -0.28810 -0.04564 -4.43442 -0.58 -0.21 1.68 -0.78
H -1.51153 1.02495 -1.97985 -0.71 0.10 0.51 0.49
```
Forces are in eV/Å.

## Properties
net charge = +1
ΔE to the lowest compared entry with this formula, charge and spin = 27.0 kcal per mole
maximum force = 0.131 Eh/bohr
DFT total energy = -48690.9124 eV

***

Record 2
A 5-piece molecular cluster, C15H35N5O5 overall at a distorted geometry. Source: the Open Molecules 2025 dataset; level of theory: wB97M-V/def2-TZVPD.

```
60
Properties=species:S:1:pos:R:3:forces:R:3:nbo_charge:R:1
C -0.45126 0.50178 0.18275 -0.77 -0.31 1.03 -0.39
N -0.86860 1.83944 -0.14596 -1.15 -0.72 -1.19 -0.44
C -1.99516 1.96563 -1.07120 -0.87 0.44 0.34 -0.43
C -0.05652 2.87032 0.09263 0.56 0.20 -0.59 0.54
O -0.08298 3.90492 -0.53279 -0.03 0.91 0.28 -0.63
H -1.20683 0.01586 0.80009 -0.01 0.10 0.42 0.19
H 0.46180 0.59225 0.77116 0.08 -0.49 -0.32 0.21
H -0.40306 -0.19912 -0.65062 0.70 0.49 -0.35 0.21
H -1.93182 1.40226 -2.00217 0.52 -0.12 0.07 0.20
H -2.92035 1.66052 -0.58229 0.07 -0.62 0.29 0.20
H -2.27078 2.98945 -1.32405 0.89 0.17 0.03 0.24
H 0.67754 2.66311 0.88661 0.08 0.04 0.02 0.11
C 0.04747 -2.99449 -2.71773 -0.05 0.33 1.39 -0.40
N -0.05876 -4.28820 -2.01827 0.12 -0.20 -1.39 -0.44
C 0.68162 -5.32939 -2.66766 -0.04 -1.83 -0.27 -0.45
C -0.68130 -4.61511 -0.86616 -1.51 1.74 0.05 0.55
O -0.79712 -5.69487 -0.33746 0.76 -0.64 -0.20 -0.62
H -0.34931 -2.13319 -2.18031 -0.58 -0.45 0.49 0.22
H -0.44635 -3.00508 -3.68940 0.34 -0.26 -0.08 0.20
H 1.09837 -2.70556 -2.73296 0.16 -0.30 -0.67 0.20
H 0.69290 -5.36527 -3.75701 0.73 1.57 -0.16 0.22
H 1.63475 -5.45879 -2.15493 0.34 -0.07 -0.62 0.20
H 0.19050 -6.30248 -2.66829 -0.41 -0.13 1.37 0.23
H -1.23173 -3.75179 -0.46132 0.19 0.27 0.13 0.10
C 3.63656 -2.84322 2.65526 0.60 0.69 0.24 -0.41
N 2.85607 -2.96157 1.44634 1.09 0.06 -0.64 -0.40
C 3.23739 -3.98733 0.43170 -1.10 1.23 0.56 -0.43
C 1.79515 -2.15125 1.31894 -1.84 -1.75 -2.29 0.52
O 0.98702 -2.19668 0.33974 2.09 0.68 2.64 -0.68
H 3.64111 -3.75054 3.25929 -0.31 0.15 0.15 0.21
H 3.30453 -1.93728 3.16234 -0.58 -0.51 0.63 0.21
H 4.67371 -2.52663 2.54478 0.34 -0.52 -0.87 0.20
H 3.00971 -3.62125 -0.56942 0.02 0.21 0.09 0.23
H 4.30985 -4.16682 0.50727 -0.31 -0.43 0.16 0.21
H 2.53552 -4.79978 0.61991 0.66 -0.63 -0.16 0.23
H 1.70043 -1.63111 2.28470 -0.72 0.77 -0.56 0.12
C 0.17767 6.75470 -1.89743 0.65 0.19 -0.61 -0.42
N 1.44085 7.55011 -1.80233 -1.33 -1.09 0.64 -0.43
C 1.99828 7.77925 -3.13408 1.07 0.89 1.04 -0.42
C 2.02157 7.88700 -0.56759 1.61 1.48 -3.63 0.52
O 3.05680 8.59964 -0.54761 -2.61 -2.01 0.98 -0.63
H 0.28598 5.78147 -2.37618 0.86 -0.44 0.60 0.20
H -0.43305 7.18486 -2.69120 -0.48 0.87 0.55 0.19
H -0.34236 6.60712 -0.95091 0.11 0.27 -0.14 0.22
H 2.82681 8.47888 -3.02389 0.15 -0.13 0.04 0.24
H 2.38957 6.85784 -3.56535 -0.18 -0.10 -0.06 0.20
H 1.30939 8.27611 -3.81721 -0.39 -0.28 0.16 0.20
H 1.39589 7.45648 0.22952 0.54 0.36 0.40 0.13
C -3.72335 -1.18039 1.83149 0.59 2.59 -1.29 -0.40
N -3.48703 -1.89778 3.00515 -1.22 -2.50 0.37 -0.43
C -2.41743 -1.54932 3.92597 -1.04 -0.62 0.45 -0.43
C -4.44302 -2.83785 3.30138 2.03 -1.49 2.51 0.52
O -4.38783 -3.54009 4.33219 -0.77 1.40 -2.21 -0.62
H -2.87969 -1.17501 1.14135 0.07 -0.37 -0.13 0.19
H -3.85556 -0.12957 2.08917 0.03 0.50 0.00 0.18
H -4.63177 -1.39007 1.26677 0.08 -0.73 0.33 0.22
H -2.42022 -2.24517 4.76494 -0.65 -0.01 0.02 0.25
H -1.40792 -1.72420 3.55395 -0.09 0.89 -0.64 0.21
H -2.74613 -0.57776 4.29492 1.19 0.39 0.15 0.20
H -5.14722 -2.95528 2.46321 -0.28 -0.11 0.44 0.12
```
Forces are in eV/Å.

## Properties
ΔE to the lowest compared entry with this formula, charge and spin = 108.6 kcal per mole
structure (SMILES) = CN(C)C=O.CN(C)C=O.CN(C)C=O.CN(C)C=O.CN(C)C=O
maximum force = 0.082 Eh/bohr
DFT total energy = -33808.1926 eV

***

Record 3
C15H35N6O3PRhS2 as an isolated structure at a distorted geometry. Source: the Open Molecules 2025 dataset; level of theory: wB97M-V/def2-TZVPD.

```
63
Properties=species:S:1:pos:R:3:forces:R:3:nbo_charge:R:1
Rh -0.04540 -0.16123 0.04876 0.01 -2.07 2.86 0.65
C -2.48992 -1.12906 -1.52633 -0.30 -0.10 0.27 -0.25
C -2.98150 -1.28122 -0.09144 0.02 -0.16 -0.57 -0.26
N -2.09516 -0.56455 0.85908 1.29 0.81 -0.30 -0.51
C -1.95667 -1.23071 2.16958 0.13 -0.30 0.26 -0.25
C -1.33916 -2.62121 2.04060 0.06 0.04 -0.02 -0.55
S 0.02142 -2.69884 0.82391 -0.18 0.46 -0.68 0.44
C -0.73568 -3.55871 -0.60380 0.09 0.18 0.06 -0.55
C -0.56613 -2.70709 -1.84464 0.14 -0.21 0.20 -0.25
N -1.02657 -1.32025 -1.63510 0.23 1.18 -0.39 -0.62
H -3.02309 -1.83985 -2.16384 -0.01 0.05 -0.04 0.24
H -2.72805 -0.12506 -1.87346 0.11 0.04 -0.08 0.22
H -4.00256 -0.89978 -0.03322 0.04 0.05 0.16 0.26
H -3.02705 -2.32765 0.18934 0.03 0.03 0.10 0.22
H -2.46707 0.36918 1.01465 0.01 0.04 0.05 0.42
H -1.32046 -0.60450 2.79444 -0.14 0.05 0.02 0.24
H -2.92630 -1.32407 2.66882 -0.04 0.08 -0.10 0.26
H -0.89749 -2.90577 2.99325 -0.05 -0.01 0.01 0.29
H -2.06378 -3.38624 1.76919 0.03 -0.02 -0.02 0.26
H -0.18839 -4.49286 -0.72730 -0.01 -0.01 0.04 0.29
H -1.77275 -3.80519 -0.39418 0.00 -0.01 0.04 0.24
H 0.49229 -2.66508 -2.10660 -0.03 0.05 -0.07 0.23
H -1.09975 -3.16713 -2.68153 0.00 0.07 -0.01 0.25
H -0.72324 -0.81375 -2.46148 -0.11 0.07 -0.09 0.41
C -1.94837 4.67007 -3.23748 -0.14 -0.09 -0.12 -0.69
C -1.08899 4.40447 -2.06754 0.17 -0.29 -0.01 0.38
N -0.76169 5.26137 -1.15761 -0.01 0.61 0.06 -0.18
N -0.00445 4.60207 -0.26537 0.04 -0.37 0.06 -0.30
C 0.14291 3.31439 -0.56479 -0.61 0.05 -0.59 0.22
S 0.97726 2.11173 0.33374 -0.55 -0.89 -0.71 -0.10
N -0.53290 3.17415 -1.73718 0.26 0.42 0.59 -0.19
N -0.60158 1.97868 -2.43375 -0.07 -0.36 -0.32 -0.65
H -2.16805 5.73434 -3.27498 0.05 0.01 0.01 0.30
H -2.89854 4.13800 -3.14652 0.01 0.00 -0.02 0.25
H -1.46931 4.37758 -4.17278 0.05 0.02 0.01 0.26
H 0.39234 5.11410 0.51225 0.00 -0.08 0.03 0.46
H 0.25650 1.86847 -2.97297 -0.06 0.11 -0.07 0.40
H -1.37427 2.04992 -3.08953 -0.01 0.02 -0.01 0.40
C 4.25654 -1.38624 1.13648 -0.16 0.17 0.24 -0.65
C 3.59736 -0.04763 0.88519 0.37 -0.34 -0.32 -0.06
O 2.75299 0.35812 2.00684 -0.71 -0.22 -0.36 -0.83
P 1.27534 -0.17007 2.19082 0.48 0.82 1.04 2.08
O 0.74979 0.70861 3.39118 -0.24 -0.56 -0.81 -0.86
C 1.03390 2.09521 3.73679 0.04 0.85 0.16 -0.06
C 0.31905 2.41974 5.02523 0.07 -0.42 0.11 -0.63
O 1.30112 -1.59252 2.85249 -0.33 0.32 -0.83 -0.88
C 2.04112 -1.89571 4.09080 0.36 -0.17 0.66 -0.06
C 1.14883 -2.66669 5.03021 -0.13 0.08 -0.24 -0.64
H 4.95687 -1.61101 0.33376 -0.03 0.00 -0.05 0.26
H 3.51458 -2.18496 1.19627 0.06 -0.06 -0.03 0.20
H 4.81717 -1.35212 2.07029 0.03 -0.05 -0.02 0.24
H 2.98117 -0.07520 -0.02279 0.05 0.10 0.05 0.16
H 4.33484 0.74428 0.77876 -0.12 0.07 0.04 0.24
H 0.68592 2.73636 2.92911 -0.09 -0.14 -0.01 0.18
H 2.11216 2.23207 3.82554 -0.01 -0.23 -0.03 0.21
H -0.73513 2.14935 4.96762 -0.03 0.13 -0.05 0.22
H 0.40604 3.48356 5.23816 0.00 0.02 -0.04 0.25
H 0.75627 1.87162 5.85976 0.01 0.04 0.01 0.23
H 2.38952 -0.96641 4.54029 -0.09 0.05 -0.10 0.21
H 2.90946 -2.48540 3.80059 -0.06 0.06 -0.18 0.22
H 0.25274 -2.09655 5.27886 0.03 0.02 0.08 0.22
H 1.69881 -2.86522 5.94925 -0.01 0.00 0.02 0.27
H 0.85734 -3.62650 4.60231 0.04 -0.02 0.01 0.22
```
Forces are in eV/Å.

## Properties
net charge = +3
ΔE to the lowest compared entry with this formula, charge and spin = 83.3 kcal per mole
maximum force = 0.069 Eh/bohr
DFT total energy = -65148.1953 eV